Record 1
Below is a 5-piece molecular cluster, C46H70B2N4O17P2 overall in a non-equilibrium geometry, with properties calculated with ωB97M-V/def2-TZVPD.

As for the structure (SMILES): CCCCOC[C@@](O[C@](CCCCCCCCCCCOC)([PH2]=O)B(O)OC)([PH2]=O)B(O)OCC.O=[N+]([O-])c1ccccc1.O=[N+]([O-])c1ccccc1.O=[N+]([O-])c1ccccc1.O=[N+]([O-])c1ccccc1. The value obtained for the electronic energy is -109525.3656 eV. Its orbital gap is 8.79 eV.

```
! RIJCOSX wB97M-V def2-TZVPD def2/J DEFGRID3
* xyz 0 1
C 3.24926 -2.00866 2.55200
C 3.96080 -3.39529 2.34534
C 4.10638 -3.84710 0.84638
C 4.61760 -2.73308 -0.13788
O 3.93796 -2.77845 -1.41304
C 2.57696 -2.36256 -1.22243
C 2.01721 -1.57996 -2.46547
O 0.81038 -0.88432 -2.32188
C 0.60951 -0.02602 -1.22240
C -0.54241 0.99476 -1.71836
C -1.79954 0.22300 -2.27954
C -3.02843 0.56265 -1.34740
C -4.22234 -0.39821 -1.70897
C -5.45872 0.03454 -0.81128
C -6.81826 -0.54059 -1.35604
C -6.67675 -2.01938 -1.90782
C -8.15812 -2.53772 -2.14991
C -8.28021 -4.10068 -2.11212
C -8.30302 -4.74024 -0.66755
C -8.61173 -3.74394 0.50084
O -7.52112 -2.92799 0.91768
C -6.45240 -3.69260 1.44688
P 1.98959 1.10586 -0.68612
O 2.89431 0.56463 0.42398
B -0.08863 -0.69598 0.08916
O 0.03693 -0.14926 1.38301
O -0.89408 -1.84180 -0.10850
C -0.39296 -3.00071 0.56464
P 3.44334 -0.62504 -3.30651
O 2.95017 0.16309 -4.52031
B 1.70512 -2.74305 -3.58864
O 0.54499 -2.56656 -4.39969
O 2.55367 -3.84112 -3.82810
C 2.17346 -5.04368 -3.16586
C 0.68358 -5.48582 -3.36965
H 4.02681 -1.21517 2.41941
H 2.91866 -1.90870 3.61731
H 2.38600 -1.83186 1.87798
H 4.92466 -3.41475 2.91294
H 3.31447 -4.16231 2.84788
H 4.87763 -4.66009 0.83790
H 3.15872 -4.33762 0.51970
H 5.68507 -2.96550 -0.38170
H 4.62363 -1.70358 0.29155
H 2.55455 -1.78763 -0.26281
H 1.89198 -3.23978 -1.05167
H -0.86659 1.56867 -0.81751
H -0.07548 1.66280 -2.47783
H -1.67997 -0.87977 -2.31027
H -1.98666 0.60030 -3.31255
H -2.76244 0.38010 -0.27857
H -3.30406 1.63787 -1.49232
H -3.99530 -1.45103 -1.41381
H -4.46264 -0.35864 -2.79789
H -5.29284 -0.28042 0.24784
H -5.50103 1.14862 -0.85321
H -7.16148 0.10591 -2.19504
H -7.55753 -0.57863 -0.52605
H -6.13452 -2.65238 -1.16310
H -6.11628 -2.03270 -2.86958
H -8.39466 -2.22973 -3.20304
H -8.89826 -1.99936 -1.51608
H -9.18521 -4.39032 -2.72491
H -7.39364 -4.49808 -2.67640
H -7.37672 -5.34294 -0.51195
H -9.14109 -5.48914 -0.66274
H -9.48601 -3.10461 0.22792
H -8.94723 -4.34549 1.38971
H -5.95383 -4.35980 0.70610
H -5.67619 -2.95749 1.77692
H -6.75137 -4.25487 2.37046
H 2.75707 1.62889 -1.78499
H 1.33480 2.26845 -0.15035
H 0.93682 -0.24202 1.72758
H -1.11132 -3.37438 1.33263
H -0.25919 -3.81103 -0.19578
H 0.59045 -2.86118 1.06895
H 4.35504 -1.66081 -3.70315
H 4.17061 0.17153 -2.36735
H -0.25338 -2.73473 -3.88674
H 2.80201 -5.85534 -3.61274
H 2.40015 -5.06929 -2.07270
H 0.54300 -6.59419 -3.33194
H -0.04508 -4.99083 -2.68678
H 0.39956 -5.19735 -4.41560
O 9.28465 4.86056 -0.19278
N 9.14121 4.11433 0.75472
O 9.93910 4.00588 1.66685
C 7.93552 3.29457 0.80414
C 7.01596 3.36587 -0.23605
C 5.88119 2.56895 -0.19450
C 5.66750 1.71305 0.88017
C 6.58828 1.65600 1.92033
C 7.72809 2.44742 1.88526
H 7.17051 4.02839 -1.07742
H 5.16157 2.61257 -1.00348
H 4.78037 1.08838 0.90469
H 6.41847 0.99075 2.75773
H 8.44023 2.39294 2.69823
O -11.77914 -1.57792 -2.26392
N -11.69379 -2.78791 -2.22443
O -10.83723 -3.43511 -2.79489
C -12.68823 -3.51753 -1.43912
C -13.70310 -2.81561 -0.80159
C -14.65809 -3.51434 -0.07615
C -14.59049 -4.90009 0.01041
C -13.56489 -5.59238 -0.62306
C -12.60753 -4.90140 -1.35280
H -13.76284 -1.73734 -0.86392
H -15.45761 -2.97885 0.41993
H -15.34083 -5.44296 0.57313
H -13.51419 -6.67140 -0.55078
H -11.81422 -5.44808 -1.84543
O 6.76859 5.47036 8.27830
N 7.08306 4.81770 7.30369
O 6.70670 3.68371 7.08759
C 7.97885 5.43729 6.32730
C 8.45916 6.71978 6.55973
C 9.32735 7.29488 5.64204
C 9.70402 6.59086 4.50345
C 9.21038 5.31153 4.27418
C 8.34352 4.72909 5.18940
H 8.17115 7.27408 7.44277
H 9.71337 8.29169 5.81557
H 10.38639 7.04077 3.79144
H 9.50462 4.76667 3.38166
H 7.96521 3.73238 5.00607
O 6.57558 5.70907 1.63658
N 5.63648 6.45943 1.46811
O 4.55465 6.33680 2.00329
C 5.82433 7.58315 0.55229
C 7.03940 7.72871 -0.10583
C 7.20696 8.78317 -0.99278
C 6.16841 9.68101 -1.21128
C 4.95995 9.53185 -0.53998
C 4.78285 8.47871 0.34647
H 7.85347 7.03368 0.05818
H 8.14681 8.90357 -1.51653
H 6.30081 10.50001 -1.90856
H 4.15477 10.23507 -0.71103
H 3.83855 8.36787 0.86247
*
```

Atom charges from the Mulliken analysis, given in e for atoms 1 to 6: -0.39, -0.80, -0.23, -0.19, -0.30, 0.17

=====

Record 2
Below is a 12-piece molecular cluster, C46H72O17S3 overall in a non-equilibrium geometry, with properties calculated with ωB97M-V/def2-TZVPD.

The value obtained for the electronic energy is -116181.4417 eV. Its orbital gap is 8.92 eV.

```
! RIJCOSX wB97M-V def2-TZVPD def2/J DEFGRID3
* xyz 0 1
C -7.49582 -21.77398 -2.36722
S -7.58820 -20.28083 -1.34582
O -8.17216 -19.19195 -2.19066
C -9.00303 -20.84282 -0.37112
H -6.81057 -22.53499 -1.99398
H -7.28320 -21.49982 -3.39621
H -8.46932 -22.26899 -2.33801
H -9.20720 -20.03897 0.33777
H -8.69774 -21.72796 0.18835
H -9.85930 -20.99537 -1.02334
C -6.17563 -17.87799 2.44915
S -6.07373 -16.95698 3.96218
O -7.12177 -15.90659 3.86448
C -6.59399 -18.27047 5.08094
H -5.46103 -18.70050 2.38150
H -6.04781 -17.23787 1.58375
H -7.15260 -18.36493 2.37135
H -6.82334 -17.86745 6.06253
H -5.81281 -19.02811 5.12190
H -7.49303 -18.73014 4.66260
C -12.11464 -14.63196 1.45299
S -11.88456 -12.84861 1.67393
O -11.08697 -12.76839 2.92390
C -10.89973 -12.73326 0.15872
H -12.64778 -15.07238 2.29108
H -11.10076 -15.03319 1.39026
H -12.62025 -14.83523 0.50811
H -10.31161 -11.81481 0.14013
H -11.57325 -12.67330 -0.69666
H -10.22144 -13.58071 0.08253
C -12.41282 -17.73690 4.49137
C -12.42017 -18.86920 3.69289
C -11.24702 -19.26509 3.05943
C -10.09823 -18.47978 3.09447
C -10.15523 -17.28495 3.79863
C -11.28524 -16.91764 4.51908
H -13.25661 -17.40433 5.08516
H -13.23540 -19.58042 3.66627
H -11.23243 -20.25444 2.61483
H -9.18016 -18.83303 2.64499
H -9.29454 -16.62511 3.87219
H -11.26477 -16.01023 5.10662
C -6.86138 -13.81357 0.58184
C -6.11207 -14.49764 -0.36473
C -6.40922 -15.80153 -0.70094
C -7.56255 -16.44030 -0.24155
C -8.26157 -15.78162 0.77670
C -7.96372 -14.47451 1.12058
H -6.59286 -12.82756 0.93920
H -5.19955 -14.12362 -0.82022
H -5.92124 -16.28646 -1.54380
H -7.89544 -17.41107 -0.58519
H -8.95536 -16.36723 1.37422
H -8.53740 -13.95341 1.88000
O -9.65464 -11.52025 -2.85309
C -9.50717 -12.68930 -3.02167
O -10.22150 -13.36206 -3.95559
C -9.90788 -14.72948 -3.96771
C -8.97510 -15.03482 -2.78804
C -8.52205 -13.62862 -2.35638
H -9.35991 -14.98852 -4.88063
H -10.82240 -15.32262 -4.01045
H -8.20273 -15.72819 -3.10408
H -9.50953 -15.46543 -1.93877
H -7.51105 -13.43459 -2.72832
H -8.43211 -13.45355 -1.29351
O -3.49842 -18.30124 0.80520
C -2.58293 -17.60100 1.10118
O -1.36338 -18.10745 1.44840
C -0.50167 -17.05687 1.88708
C -1.04813 -15.81281 1.19942
C -2.55037 -16.07757 1.22809
H 0.49434 -17.23050 1.46905
H -0.37398 -16.93552 2.96096
H -0.74295 -15.57722 0.17995
H -0.68403 -14.95894 1.78526
H -3.07331 -15.54105 0.44287
H -2.96309 -15.80234 2.20144
O -4.83681 -16.12185 -4.00271
C -5.44869 -17.03819 -4.47756
O -6.75198 -16.92429 -4.78990
C -7.30434 -18.18695 -5.27218
C -6.20752 -19.17852 -4.98240
C -4.90800 -18.37448 -4.97676
H -7.48156 -18.00556 -6.33137
H -8.19860 -18.40934 -4.69716
H -6.19613 -20.05134 -5.64077
H -6.35642 -19.62852 -4.00044
H -4.57399 -18.22425 -6.00318
H -4.19122 -18.85182 -4.32131
O -5.09025 -11.61844 -5.32590
C -4.35665 -12.35083 -4.74368
O -4.15643 -12.27268 -3.39836
C -3.26498 -13.29958 -3.00625
C -2.45260 -13.66599 -4.25126
C -3.50997 -13.47360 -5.33857
H -3.76333 -14.16926 -2.57149
H -2.52382 -13.02700 -2.24645
H -2.14442 -14.70950 -4.20376
H -1.63949 -12.95799 -4.38740
H -4.21894 -14.28736 -5.50173
H -3.16117 -13.21535 -6.33580
O -8.23990 -9.85578 5.55981
C -8.43425 -11.03352 5.61619
O -9.31507 -11.57737 6.49942
C -9.44155 -12.98169 6.29331
C -8.74269 -13.31463 4.98101
C -7.79870 -12.12234 4.79695
H -10.50154 -13.23551 6.21838
H -9.08131 -13.58504 7.13123
H -9.43215 -13.28854 4.13755
H -8.18743 -14.24528 4.89801
H -7.60210 -11.81176 3.77432
H -6.83398 -12.38896 5.24053
O -3.90516 -10.42612 0.88677
C -3.79633 -11.04223 1.89902
O -4.87523 -11.49558 2.58491
C -4.48877 -12.37725 3.66811
C -3.08467 -12.78316 3.27813
C -2.52990 -11.54374 2.60326
H -5.19442 -13.20125 3.72900
H -4.49372 -11.79218 4.58932
H -3.02217 -13.69267 2.68034
H -2.46266 -13.06352 4.13981
H -1.74055 -11.76090 1.89248
H -2.24513 -10.76421 3.31059
O -12.61905 -20.52648 0.59080
C -12.27790 -19.60271 -0.08464
O -11.74982 -19.76598 -1.32150
C -11.33619 -18.54334 -1.91432
C -11.39328 -17.48946 -0.81600
C -12.32734 -18.12562 0.21809
H -12.00680 -18.23663 -2.72481
H -10.35502 -18.62755 -2.37939
H -11.80656 -16.52313 -1.10750
H -10.44207 -17.21686 -0.34760
H -13.33129 -17.82839 -0.12882
H -12.29674 -17.78278 1.24603
*
```

Atom charges from the Mulliken analysis, given in e for atoms 1 to 6: -1.04, 0.65, -0.66, -0.69, 0.40, 0.34